No. 1
C3H9N3S in the gas phase in a non-equilibrium geometry, computed with ωB97M-V/def2-TZVPD.

Last column: Löwdin charge in e.
CARTESIAN COORDINATES (ANGSTROEM)
C (-0.49836, 1.61163, 0.14935)  -0.12
C (-0.67582, 0.15940, -0.24689)  -0.69
C (0.11111, -0.79654, 0.64338)  -0.51
H (-1.01325, 2.22435, -0.53289)  0.05
H (-0.80226, 1.73962, 1.18409)  0.08
H (0.60095, 1.82574, 0.15148)  0.09
H (-0.35024, 0.05567, -1.25932)  0.07
H (-2.94236, 0.69881, -0.74763)  -0.13
H (-1.32823, -1.32669, 1.76599)  0.02
H (1.88604, -1.64511, 0.68184)  0.13
H (1.77848, -1.42549, -1.57752)  0.09
H (2.66962, -0.13132, -1.12929)  0.09
N (-0.27745, -1.33511, 1.71433)  0.12
N (1.48085, -0.76879, 0.33126)  -0.05
N (1.75386, -0.56238, -1.03605)  -0.01
S (-2.39296, -0.32378, -0.09214)  0.78

Properties
Structure (SMILES): [H]/N=C(/NN)[C@H](C)S
E_LUMO, eV: 0.81
E, eV: -18561.287
Total charge: 0
HOMO level, eV: -9.041

No. 2
An isolated ion of composition C3H9N4 and charge +1 in a non-equilibrium geometry, computed with ωB97M-V/def2-TZVPD.

Last column: Löwdin charge in e.
CARTESIAN COORDINATES (ANGSTROEM)
C (1.61504, 0.30302, -0.26257)  -0.13
C (0.97636, -0.98274, 0.42335)  -0.10
C (-1.53981, -0.85048, -0.22610)  -0.15
N (0.63079, 1.31005, -0.06412)  0.01
N (-1.88632, 0.62320, -0.23970)  0.12
N (-0.39377, -0.60076, 0.59419)  -0.08
N (-0.52068, 0.82801, 0.47263)  -0.09
H (2.60668, 0.48523, 0.02981)  0.10
H (1.64346, 0.04049, -1.42500)  0.15
H (1.05923, -1.95604, -0.24249)  0.17
H (1.45167, -1.21199, 1.37713)  0.11
H (-2.31290, -1.56409, 0.30793)  0.16
H (-1.48067, -1.28707, -1.28393)  0.14
H (0.92654, 2.27302, 0.22525)  0.19
H (-2.02830, 1.19524, -1.08594)  0.14
H (-0.74732, 1.39490, 1.39957)  0.26

Properties
Structure (SMILES): C1CN2CN[N@@H+]2N1
E_LUMO, eV: -3.37
E, eV: -9205.681
Total charge: +1
HOMO level, eV: -14.433

No. 3
A 2-piece molecular cluster, C3H9N4 overall in a non-equilibrium geometry, computed with ωB97M-V/def2-TZVPD.

Last column: Mulliken spin population.
CARTESIAN COORDINATES (ANGSTROEM)
C (-1.64546, -1.30620, 0.41972)  0.83
C (1.24102, -0.07962, -0.00617)  -0.04
C (2.16586, 1.12230, 0.19061)  0.02
N (-2.87290, -1.13811, 0.72606)  -0.05
N (1.51017, -1.06157, 0.70726)  0.25
N (0.19294, -0.08557, -0.94220)  0.56
N (-0.24422, 0.98528, -1.43250)  0.36
H (-1.05829, -2.22371, 0.50325)  0.01
H (3.22042, 0.98667, 0.23443)  0.00
H (1.75808, 1.60613, 1.12417)  0.00
H (2.02679, 1.85295, -0.75425)  0.00
H (-3.54577, -1.64747, 1.25500)  0.04
H (0.97075, -1.94052, 0.64943)  0.00
H (-0.50392, 1.29251, -2.34605)  0.02
H (-3.29078, -0.28186, 0.61007)  0.02
H (0.07531, 1.91880, -0.93881)  0.00

Properties
Multiplicity: 3
E_LUMO (alpha / beta), eV: -5.36 / -6.96
E, eV: -9203.753
Total charge: +1
HOMO level (alpha / beta), eV: -11.929 / -13.143

No. 4
C3H9N5 as an isolated structure in a non-equilibrium geometry, computed with ωB97M-V/def2-TZVPD.

Last column: Löwdin charge in e.
CARTESIAN COORDINATES (ANGSTROEM)
C (-0.13495, 0.56815, -0.14494)  -0.40
C (-0.72836, -0.31062, 0.81201)  -0.06
C (-0.64346, -1.58777, 0.40549)  -0.18
H (2.13885, 0.17626, -1.74349)  0.11
H (0.89165, -0.70678, -2.93071)  0.08
H (0.28422, 1.54864, -1.86677)  0.07
H (-1.09655, 0.13421, 1.71390)  0.08
H (-0.11432, -1.97465, -0.42771)  0.08
H (-0.35830, -3.74715, 0.54826)  0.16
H (-0.71304, -2.98582, 2.38506)  0.17
H (0.44484, 3.20291, 1.21317)  0.04
H (0.26184, 1.85748, 2.50859)  0.19
N (1.18216, -0.24228, -2.04060)  -0.07
N (0.03945, 0.58763, -1.67791)  -0.08
N (-0.51100, -2.78954, 1.22815)  -0.06
N (0.33140, 1.65909, 0.06199)  -0.06
N (0.00105, 2.28172, 1.30899)  -0.08

Properties
E_LUMO, eV: 0.70
E, eV: -10700.339
Total charge: 0
HOMO level, eV: -7.845

No. 5
C3H9N5 as an isolated structure in a non-equilibrium geometry, computed with ωB97M-V/def2-TZVPD.

Last column: Löwdin charge in e.
CARTESIAN COORDINATES (ANGSTROEM)
C (0.63604, 0.98322, 1.03826)  -0.04
C (-0.36060, 0.27779, -0.04073)  -0.38
C (0.54117, -0.06811, -1.22010)  -0.43
H (0.02140, 0.78487, 2.11290)  0.10
H (1.74851, 0.63581, 1.04998)  0.09
H (0.73582, 2.04607, 1.12553)  0.03
H (-3.38800, 0.58370, 0.35402)  0.15
H (-1.93578, 1.39647, 1.75430)  0.23
H (-0.64063, 0.39095, -2.46014)  0.02
H (2.05230, -1.22717, -1.53934)  0.10
H (1.39500, -1.85549, 1.05855)  0.13
H (0.39856, -2.53182, -0.48971)  0.15
N (-1.49268, 0.43297, -0.28423)  -0.09
N (-2.31784, 0.81181, 0.62696)  -0.08
N (0.27802, -0.01350, -2.47442)  0.14
N (1.53743, -0.91462, -0.76702)  -0.10
N (0.79128, -1.73297, 0.15519)  -0.01

Properties
E_LUMO, eV: 0.63
E, eV: -10700.694
Total charge: 0
HOMO level, eV: -8.163

No. 6
C3H9N5 in the gas phase in a non-equilibrium geometry, computed with ωB97M-V/def2-TZVPD.

Last column: Löwdin charge in e.
CARTESIAN COORDINATES (ANGSTROEM)
C (1.92167, -0.40579, 0.79048)  -0.09
C (-0.45834, 0.99142, -0.11813)  -0.38
C (-1.01275, -0.61568, -0.20167)  -0.36
H (2.69172, -1.13541, 0.79025)  0.06
H (2.43989, 0.45825, 1.26101)  0.08
H (0.93400, -0.81433, 1.20503)  0.08
H (1.25151, -0.66608, -1.10982)  0.02
H (1.40417, 1.83308, -0.50864)  0.11
H (-1.04669, 2.76191, 0.05317)  0.10
H (-2.53014, 0.34938, 0.52133)  0.04
H (-3.22012, -0.98733, -0.30568)  0.17
H (-0.86985, -2.48063, -0.82066)  0.12
N (1.61122, 0.05676, -0.58146)  -0.18
N (0.78456, 1.11090, -0.69395)  0.01
N (-1.36204, 1.76266, 0.03475)  0.11
N (-2.31998, -0.63062, 0.28789)  0.05
N (-0.21885, -1.58852, -0.60391)  0.05

Properties
Structure (SMILES): [H]/N=C(N)/C(=N/[H])NNC
E_LUMO, eV: 0.99
E, eV: -10704.004
Total charge: 0
HOMO level, eV: -8.429

No. 7
An isolated ion of composition C3H9N5O2P and charge +1 in a non-equilibrium geometry, computed with ωB97M-V/def2-TZVPD.

Last column: Löwdin charge in e.
CARTESIAN COORDINATES (ANGSTROEM)
N (2.68412, -1.43839, -0.16903)  -0.04
C (3.01585, 0.03813, -0.07157)  -0.25
C (1.87107, 0.95684, 0.65985)  -0.09
N (0.46143, 0.75912, 0.13030)  -0.12
N (0.08966, 0.67593, -1.22525)  0.12
N (-1.29289, 0.49096, -1.39186)  0.06
C (-1.85192, 0.46053, 0.01315)  -0.24
P (-3.71948, 0.19433, 0.30458)  0.96
O (-3.95559, -1.36278, 1.11584)  -0.32
O (-4.54629, 0.07943, -1.25467)  -0.30
N (-0.68296, 0.66661, 0.95040)  0.14
H (1.67315, -1.58425, -0.38393)  0.06
H (3.27998, -1.93058, -0.87850)  0.09
H (3.32984, 0.50797, -1.11993)  0.13
H (3.99206, 0.11196, 0.60933)  0.14
H (2.15220, 2.09016, 0.41529)  0.16
H (1.86168, 0.74136, 1.81080)  0.15
H (-3.70795, -2.11617, 0.49152)  0.08
H (-3.88788, -0.06056, -1.99713)  0.07
H (-0.76607, 0.71938, 1.99082)  0.19

Properties
E_LUMO, eV: -5.77
E, eV: -24079.235
Total charge: +1
HOMO level, eV: -13.054

No. 8
A 2-piece molecular cluster, C3H9N6O2 overall in a non-equilibrium geometry, computed with ωB97M-V/def2-TZVPD.

Last column: Löwdin charge in e.
CARTESIAN COORDINATES (ANGSTROEM)
C (-0.14729, 0.51755, -1.34582)  -0.47
C (-0.90784, -0.76152, 0.63243)  -0.49
C (2.76008, -0.58492, 1.38157)  -0.43
N (0.32532, 1.70214, -1.51179)  0.05
N (-0.67616, -0.19407, -2.41831)  0.14
N (-2.15759, -1.02071, 0.19523)  0.22
N (-0.08230, 0.01319, -0.04513)  0.07
N (-0.55470, -1.29285, 1.77234)  0.20
N (0.71778, 2.25247, -0.21590)  0.10
O (3.24534, -1.63413, 1.47068)  0.23
O (2.27106, 0.42809, 1.30255)  0.20
H (-0.40563, 0.14493, -3.39382)  0.15
H (-0.62412, -1.20972, -2.37633)  0.11
H (-2.50548, -0.37890, -0.42906)  0.08
H (-2.80790, -1.25202, 0.88674)  0.10
H (-1.29254, -1.74194, 2.28312)  0.12
H (0.33899, -1.81259, 1.76237)  0.14
H (0.38924, 3.27240, -0.18818)  0.20
H (0.37086, 1.46079, 0.49035)  0.13
H (1.74290, 2.09182, -0.25306)  0.14

Properties
E_LUMO, eV: -2.87
E, eV: -16286.470
Total charge: +1
HOMO level, eV: -13.354

No. 9
A 2-piece molecular cluster, C3H9N6P overall in a non-equilibrium geometry, computed with ωB97M-V/def2-TZVPD.

Last column: Löwdin charge in e.
CARTESIAN COORDINATES (ANGSTROEM)
C (-1.46580, 2.69873, -0.28238)  -0.14
C (-2.51796, 2.07467, -0.87272)  -0.12
C (-0.77710, 0.84188, -0.96030)  -0.15
N (-0.35744, 1.87175, -0.36390)  0.05
N (2.19807, -2.56647, 0.57733)  -0.17
N (-2.04708, 0.90494, -1.37925)  0.06
N (-0.18913, -1.81639, 1.26262)  -0.10
N (1.76299, 0.06169, 1.18667)  -0.09
N (0.76637, -1.24619, -1.10379)  -0.05
P (1.18974, -1.35522, 0.46318)  0.26
H (-1.38350, 3.69770, 0.26637)  0.13
H (-3.52717, 2.24441, -1.02801)  0.09
H (3.17750, -2.44954, 0.45593)  -0.06
H (-2.46226, 0.04890, -1.76373)  0.17
H (0.07054, -1.89514, 2.24459)  0.05
H (-0.36539, -2.74983, 0.95676)  0.03
H (2.71657, 0.02476, 1.50064)  0.03
H (1.72102, 0.91791, 0.62018)  0.02
H (1.49004, -1.30856, -1.78019)  -0.01

Properties
E_LUMO (alpha / beta), eV: -1.93 / -1.93
E, eV: -21482.755
Total charge: 0
HOMO level (alpha / beta), eV: -8.084 / -8.081

No. 10
A 2-piece molecular cluster, C3H9NO overall in a non-equilibrium geometry, computed with ωB97M-V/def2-TZVPD.

Last column: Mulliken spin population.
CARTESIAN COORDINATES (ANGSTROEM)
C (-0.18729, -1.89486, 1.14584)  0.12
C (-0.06780, -0.87241, 0.02955)  0.43
C (-0.95181, 0.12631, -0.10305)  1.99
N (-0.78034, 1.25614, -0.92154)  0.49
H (0.80517, -2.35487, 1.23098)  -0.04
H (-0.81918, -2.73873, 0.82799)  -0.10
H (-0.43624, -1.48856, 2.11643)  -0.22
H (0.64645, -1.13011, -0.73668)  0.07
H (-1.88703, 0.13384, 0.44324)  -0.50
H (-1.59176, 1.33562, -1.52960)  -0.94
H (0.07329, 1.23505, -1.46352)  -0.26
H (1.06729, 2.47251, -0.59673)  -0.18
H (2.13840, 1.75780, 0.20432)  -0.03
O (1.99083, 2.16226, -0.64725)  0.16

Properties
Multiplicity: 2
E_LUMO (alpha / beta), eV: 4.26 / 4.19
E, eV: -6792.289
Total charge: -1
HOMO level (alpha / beta), eV: 1.437 / -4.307

No. 11
C3H9NO in the gas phase in a non-equilibrium geometry, computed with ωB97M-V/def2-TZVPD.

Last column: Löwdin charge in e.
CARTESIAN COORDINATES (ANGSTROEM)
C (0.14373, -1.19735, -0.94576)  -0.09
C (-0.27455, 0.12820, -0.45541)  -0.51
C (0.27536, 0.35470, 0.94427)  -0.28
H (1.23867, -1.23382, -0.88245)  0.08
H (-0.13469, -1.47371, -1.90289)  0.05
H (-0.12173, -2.09037, -0.35060)  0.10
H (-1.39087, 0.22520, -0.36789)  0.15
H (1.19672, 0.84201, -1.85671)  0.14
H (0.17130, 2.12432, -0.95226)  0.09
H (0.17901, 1.41791, 1.15560)  0.10
H (1.40620, 0.06723, 1.00589)  0.16
H (-1.34422, -0.18014, 1.96544)  0.08
N (0.20506, 1.15422, -1.39474)  -0.01
O (-0.43788, -0.43644, 1.83631)  -0.06

Properties
Structure (SMILES): C[C@H](N)CO
E_LUMO, eV: 0.99
E, eV: -6793.534
Total charge: 0
HOMO level, eV: -9.028

No. 12
A 2-piece molecular cluster, C3H9NO overall in a non-equilibrium geometry, computed with ωB97M-V/def2-TZVPD.

Last column: Löwdin charge in e.
CARTESIAN COORDINATES (ANGSTROEM)
N (-1.49516, 0.44175, 0.18336)  0.00
C (-0.42410, -0.38114, 0.74878)  -0.30
C (1.21709, -1.52395, -0.47318)  -0.04
C (0.04779, -1.12355, -0.38491)  -0.28
H (-2.36896, 0.30395, 0.67274)  0.07
H (-1.31116, 1.40031, 0.00622)  0.03
H (-0.85568, -1.02621, 1.48432)  0.11
H (0.45977, 0.09273, 1.20363)  0.12
H (1.50511, -2.18061, -1.21727)  0.03
H (2.21482, -1.14656, 0.01693)  0.12
H (-0.74935, -1.67834, -1.01338)  0.15
H (0.56680, 2.59656, 0.31043)  0.04
H (0.30113, 1.70066, -0.90810)  0.07
O (0.89191, 2.52438, -0.62956)  -0.12

Properties
Structure (SMILES): C=CCN.O
E_LUMO, eV: 0.85
E, eV: -6792.257
Total charge: 0
HOMO level, eV: -9.507

Q: The lowest total charge belongs to which entry?
A: number 10